Below is one molecule with the formula C4H6N2O at a distorted geometry, with properties calculated with the ωB97M-V functional and the def2-TZVPD basis.

Bonds (Å) are listed after each position.
Geometry (Å):
1 C 0.368 -1.810 0.694  C2 1.519, H8 1.093, H9 1.097, H10 1.095
2 C -0.214 -0.426 0.920  C1 1.519, O3 1.438, H11 1.094, H12 1.093
3 O 0.682 0.568 0.395  C2 1.438, C4 1.338
4 C 0.342 1.344 -0.642  O3 1.338, N5 1.264, C6 1.470
5 N 1.208 2.086 -1.186  C4 1.264, H13 1.017
6 C -1.056 1.299 -1.090  C4 1.470, N7 1.157
7 N -2.145 1.323 -1.480  C6 1.157
8 H 1.292 -1.945 1.263  C1 1.093
9 H -0.349 -2.580 1.004  C1 1.097
10 H 0.592 -1.953 -0.369  C1 1.095
11 H -0.326 -0.204 1.985  C2 1.094
12 H -1.196 -0.336 0.447  C2 1.093
13 H 0.801 2.634 -1.940  N5 1.017

Values from the calculation:
- net charge = 0
- total energy (a.u.) = -340.73156
- energy above the lowest of the compared OMol25 structures with the same formula, charge and spin (kcal/mol) = 39.8
- E_HOMO (eV) = -10.67
- structure (SMILES) = [H]/N=C(\C#N)OCC
- gap between HOMO and LUMO (eV) = 11.144
- LUMO (eV) = 0.47